No. 1
This record from the Open Molecules 2025 dataset describes a single C19H27N5O5 molecule at a distorted geometry. The level of theory is wB97M-V/def2-TZVPD.

Properties
E_LUMO ... -0.0204 hartree
SMILES string ... Cn1c(NCCN(CCO)CCCc2ccc([N+](=O)[O-])cc2)cc(=O)n(C)c1=O
F_max ... 1.38 eV Å⁻¹
Energy above the lowest of the compared OMol25 structures with the same formula, charge and spin ... 3.51 kJ/mol

ORCA input file:
```
! wB97M-V def2-TZVPD RIJCOSX def2/J DEFGRID3
* xyz 0 1
H -2.373 4.347 2.531
H 0.527 2.977 -2.091
H 3.240 -2.500 -1.584
C -0.256 -1.111 2.124
H -0.044 -0.375 2.900
H -1.735 0.202 1.293
N -0.898 3.567 1.332
H -0.963 -1.829 2.541
H 1.617 2.315 3.142
O 2.575 -0.540 -1.625
C 1.499 2.285 1.011
H -0.181 -0.341 -1.669
O -3.396 -4.763 -2.950
C -2.181 4.231 1.466
H 3.206 -2.754 0.785
H 3.973 -1.201 0.406
N -2.565 -3.921 -3.220
H 1.969 0.037 3.017
C -2.671 -3.177 -0.893
H 2.688 1.138 -0.139
H -2.151 5.204 0.976
O -2.042 -3.793 -4.308
C -0.882 -0.379 0.933
H 2.220 3.026 -1.535
C -0.868 -1.145 -1.454
H 1.358 -2.459 2.612
C 2.736 -0.273 2.309
H 1.543 -2.250 -1.098
C -2.162 -3.018 -2.177
N 2.077 -1.011 1.244
H -3.377 -3.970 -0.701
H 2.445 -0.630 -2.575
H -0.145 0.312 0.530
C -1.267 -1.995 -2.465
H 4.400 0.725 1.313
C -0.183 3.247 2.501
H 1.371 1.468 -1.679
H -2.961 3.629 0.999
H -0.903 -1.885 -3.475
C -2.262 -2.318 0.106
C 3.022 -1.735 0.408
C 1.056 2.584 2.267
O -1.120 3.654 -0.915
H 3.633 1.679 2.581
O -0.648 3.510 3.595
C 1.014 -1.873 1.741
H 3.470 -0.891 2.855
C 2.557 -1.832 -1.044
C 3.439 0.984 1.761
C 1.259 2.522 -1.425
H -2.664 -2.434 1.101
N 0.756 2.688 -0.076
N 2.672 1.649 0.734
C -0.469 3.333 0.059
C -1.346 -1.300 -0.155
H 0.759 -2.581 0.949
*
```

Atomic partial charges in e from the natural (NBO) method, atoms 1 to 6: H 0.2466; H 0.2644; H 0.1714; C -0.3969; H 0.2170; H 0.2289



No. 2
This record from the Open Molecules 2025 dataset describes 2 unconnected molecules or ions with the total composition C2H9BN2 at a distorted geometry. The level of theory is wB97M-V/def2-TZVPD.

Properties
E_LUMO ... 0.0161 hartree
SMILES string ... [H]/N=B\N.CC
F_max ... 3.02 eV Å⁻¹
Energy above the lowest of the compared OMol25 structures with the same formula, charge and spin ... 185.25 kJ/mol

ORCA input file:
```
! wB97M-V def2-TZVPD RIJCOSX def2/J DEFGRID3
* xyz 0 1
H 1.076 -0.242 1.708
B -1.495 -1.182 -1.502
H 1.324 2.014 1.889
H 2.593 0.035 0.814
H -1.453 -2.419 0.193
H -0.015 1.489 0.618
C 1.432 0.111 0.778
H -2.793 -1.411 0.216
H -1.242 0.371 -3.062
H 1.700 2.103 0.175
N -1.255 -0.298 -2.357
N -1.941 -1.740 -0.269
C 1.031 1.555 0.925
H 1.036 -0.386 -0.124
*
```

Atomic partial charges in e from the natural (NBO) method, atoms 1 to 6: H 0.1975; B 0.9789; H 0.2065; H 0.1874; H 0.3953; H 0.2161



No. 3
This record from the Open Molecules 2025 dataset describes 3 unconnected molecules or ions with the total composition C13H25NO8PS3 at a distorted geometry. The level of theory is wB97M-V/def2-TZVPD.

Properties
E_LUMO ... -0.1757 hartree
F_max ... 3.17 eV Å⁻¹

ORCA input file:
```
! wB97M-V def2-TZVPD RIJCOSX def2/J DEFGRID3
* xyz 1 1
C -3.384 2.562 4.357
O 4.469 -3.354 0.154
C 6.612 -4.044 -0.798
O 0.403 1.302 -4.933
C -3.498 0.061 2.919
C 1.249 -0.663 -3.747
H -3.934 0.599 7.181
H 4.934 -5.331 -0.326
O -1.145 1.358 -3.006
H 2.145 -1.264 -3.579
H -2.579 3.270 2.592
H 1.659 -1.632 -0.994
C -3.912 1.414 5.070
H -4.339 -0.807 4.752
H -2.027 3.731 -4.347
H 7.378 -4.821 -0.754
H 7.042 -3.101 -0.457
O -3.474 1.079 -0.540
S 3.500 -3.074 -1.093
H 0.505 -1.269 -4.266
C 5.416 -4.426 0.053
O -1.518 2.699 0.283
O 4.216 -2.313 -2.076
H -3.316 3.556 4.844
P -2.305 1.259 0.595
C 2.376 -1.997 -0.260
H -6.184 1.826 7.593
H -1.971 2.381 -5.512
C -5.276 2.271 7.103
H 1.863 -2.557 0.519
C -2.971 1.277 2.335
C -4.385 1.391 6.523
H -0.758 3.698 -5.602
H 6.326 -3.910 -1.842
O 0.624 3.111 -3.264
C 1.584 0.579 -4.550
C -3.967 0.146 4.315
N -2.961 2.445 3.066
H 2.272 1.229 -4.005
H -3.139 1.483 -1.372
H 5.751 -4.642 1.068
S -0.984 -0.167 0.533
H -5.151 3.379 7.181
C -1.376 3.093 -4.944
H 2.083 0.285 -5.474
H 2.933 -1.163 0.162
S -0.328 2.204 -3.835
O 2.817 -4.286 -1.433
H -0.572 2.439 0.215
H -3.531 -0.908 2.373
H 0.830 -0.399 -2.773
*
```

Atomic partial charges in e from the natural (NBO) method, atoms 1 to 6: C 0.0813; O -0.7205; C -0.6408; O -0.7115; C -0.1742; C -0.6480



No. 4
This record from the Open Molecules 2025 dataset describes a molecular structure, C3H2N2O3 at a distorted geometry. The level of theory is wB97M-V/def2-TZVPD.

Properties
E_LUMO ... -0.0256 hartree
F_max ... 7.26 eV Å⁻¹
Energy above the lowest of the compared OMol25 structures with the same formula, charge and spin ... 610.96 kJ/mol

ORCA input file:
```
! wB97M-V def2-TZVPD RIJCOSX def2/J DEFGRID3
* xyz 0 1
O -1.934 1.150 -1.741
C -0.514 0.207 -0.476
H -1.222 -0.733 -0.373
N -0.659 1.464 -0.955
C 2.074 -1.043 1.468
O -0.169 -1.412 1.356
O 0.844 0.054 -0.066
H -2.336 2.318 -1.985
C 0.797 -0.789 0.942
N 3.119 -1.215 1.831
*
```

Atomic partial charges in e from the natural (NBO) method, atoms 1 to 6: O -0.5975; C 0.2630; H 0.2657; N -0.1052; C 0.1594; O -0.5158



No. 5
This record from the Open Molecules 2025 dataset describes a molecular structure, C11H14CuN4O7 at a distorted geometry. The level of theory is wB97M-V/def2-TZVPD.

Properties
E_LUMO ... 0.0857 hartree
F_max ... 1.91 eV Å⁻¹
Energy above the lowest of the compared OMol25 structures with the same formula, charge and spin ... 322.19 kJ/mol

ORCA input file:
```
! wB97M-V def2-TZVPD RIJCOSX def2/J DEFGRID3
* xyz -1 1
O 1.218 -0.942 -2.093
N -1.889 -1.448 -1.221
C 0.065 0.099 2.756
N 2.391 -1.180 0.357
H -2.604 -0.797 -1.556
H -0.761 -1.792 2.237
H -2.347 -2.198 -0.720
C -1.535 1.325 -1.833
C -1.035 -0.651 -0.259
C -1.130 -0.762 2.338
C 1.960 -0.917 1.547
Cu -0.646 -1.752 -2.746
H -1.962 0.751 1.055
O 2.596 1.529 -2.507
H 3.052 -2.309 2.526
C 0.604 2.809 -2.069
H -1.880 -0.758 3.135
O -2.726 1.113 -1.931
C -0.912 2.655 -2.314
H 2.355 -1.161 3.534
H 0.860 0.713 0.922
H -0.250 1.134 2.905
H -0.186 -1.294 -0.013
N 2.279 -1.682 2.675
N 1.116 0.115 1.760
H -2.795 -0.802 1.002
C -1.807 -0.333 1.034
H 0.416 -0.271 3.724
O -1.551 3.524 -2.841
H 3.164 -1.839 0.401
O 0.007 1.543 -0.104
C 1.427 1.517 -2.235
O 1.100 3.875 -1.831
C -0.486 0.606 -0.965
C 0.511 0.302 -2.146
O -0.272 0.318 -3.272
H 1.654 -1.042 -1.252
*
```

Atomic partial charges in e from the natural (NBO) method, atoms 1 to 6: O -0.8145; N -0.9472; C -0.2075; N -0.8449; H 0.4225; H 0.1887



| no. | HOMO level (eV) |
| --- | --- |
| 1 | -8.45 |
| 2 | -9.44 |
| 3 | -12.03 |
| 4 | -10.48 |
| 5 | -4.34 |